[1]
This record from the OMol25 dataset describes a cluster of 2 separate species, C30H34N3O in total at a distorted geometry. The level of theory is ωB97M-V/def2-TZVPD.

Values from the calculation:
Net charge: +1
Relative energy (zero: lowest compared OMol25 entry of this formula, charge and spin) in kcal/mol: 1.1
Max |F| in eV/Å: 2.8

Structure (XYZ):
```
68
C30H34N3O, DFT ωB97M-V/def2-TZVPD
C 0.87624 -4.52038 2.07033
N 0.42243 -3.26104 1.54244
C -0.73033 -3.18325 0.81313
O -1.46902 -4.11786 0.50461
C -0.96512 -1.72203 0.47869
C -2.29066 -1.21140 1.03433
C -2.36090 -1.42390 2.52771
C -2.74883 -2.66591 3.04285
C -2.77228 -2.88479 4.41958
C -2.41202 -1.85451 5.29502
C -2.06924 -0.59674 4.78718
C -2.05173 -0.38089 3.40647
N 0.18530 -1.06542 1.08275
C 0.37904 0.26357 0.96838
C 1.41105 0.96205 1.58039
C 1.60979 2.33404 1.44480
C 2.63564 3.03944 2.18303
C 2.69189 4.46149 2.19387
C 3.68035 5.15267 2.88867
C 4.65702 4.46103 3.62371
C 4.61204 3.06130 3.65646
C 3.62712 2.36089 2.95691
C 1.06727 -1.99225 1.82798
C 1.11400 -1.73778 3.36187
C 2.48559 -2.23569 3.81503
C 3.36759 -2.42720 2.56032
C 2.54492 -2.03057 1.33572
H 0.23211 -5.30552 1.66468
H 1.91229 -4.70920 1.77233
H 0.81699 -4.54353 3.16612
H -0.92204 -1.60545 -0.61828
H -2.41051 -0.15116 0.78110
H -3.07669 -1.79053 0.53364
H -3.02633 -3.46606 2.34995
H -3.07688 -3.86181 4.80114
H -2.41820 -2.02854 6.37281
H -1.81667 0.22549 5.46040
H -1.78983 0.60061 2.99951
H -0.31837 0.79488 0.31857
H 2.06832 0.37753 2.22723
H 0.88976 2.92470 0.88948
H 1.93334 5.01176 1.63413
H 3.70350 6.24256 2.86705
H 5.43457 5.00616 4.16611
H 5.35818 2.51186 4.23304
H 3.63843 1.27069 3.00066
H 0.97689 -0.66880 3.55979
H 0.27545 -2.26106 3.84302
H 2.94885 -1.52411 4.51112
H 2.37997 -3.18512 4.35646
H 4.28124 -1.82326 2.63617
H 3.68514 -3.47532 2.48180
H 2.63132 -2.74340 0.50424
H 2.82886 -1.04245 0.96209
N 0.03854 2.62099 -1.11942
C -0.65772 2.17490 -2.24415
C -2.01893 1.82901 -2.13194
C -2.68126 1.21423 -3.20023
C -2.01288 0.96660 -4.40812
C -0.67402 1.36648 -4.54293
C 0.00134 1.96802 -3.47421
H 0.95102 3.02330 -1.29471
H -0.51235 3.16135 -0.45974
H -2.54224 2.02804 -1.19497
H -3.72910 0.92678 -3.09306
H -2.53293 0.47485 -5.23686
H -0.15920 1.20300 -5.49258
H 1.04308 2.27335 -3.58102
```

Charge distribution, Löwdin scheme, values in e: C 0.015; N -0.012; C -0.391; O 0.082; C -0.149; C -0.069; C -0.227; C -0.031; C -0.063; C -0.080; C -0.082; C -0.058; N 0.079; C 0.017; C -0.048; C 0.046; C -0.198; C -0.015; C -0.057; C -0.041; C -0.057; C -0.007; C -0.333; C -0.086; C -0.159; C -0.165; C -0.080; H 0.107; H 0.096; H 0.103; H 0.181; H 0.113; H 0.141; H 0.120; H 0.113; H 0.109; H 0.109; H 0.111; H 0.127; H 0.085; H 0.088; H 0.118; H 0.115; H 0.119; H 0.115; H 0.103; H 0.108; H 0.119; H 0.112; H 0.110; H 0.111; H 0.107; H 0.133; H 0.106; N 0.052; C -0.330; C -0.059; C -0.088; C -0.093; C -0.081; C -0.040; H 0.099; H 0.095; H 0.103; H 0.107; H 0.107; H 0.109; H 0.107

***

[2]
This record from the OMol25 dataset describes a structure of composition C30H34N3O7PSe4Zr. The level of theory is ωB97M-V/def2-TZVPD.

Values from the calculation:
Net charge: -2
Relative energy (zero: lowest compared OMol25 entry of this formula, charge and spin) in kcal/mol: 21.2
Max |F| in eV/Å: 0.3

Structure (XYZ):
```
80
C30H34N3O7PSe4Zr, DFT ωB97M-V/def2-TZVPD
Zr 0.16542 -1.32879 -0.94800
O 2.29033 3.47961 1.30506
C 2.76123 3.44437 0.04316
C 3.39861 4.58674 -0.43925
C 3.92290 4.60513 -1.71874
C 3.82249 3.48992 -2.54410
C 3.17579 2.35930 -2.08102
C 2.63467 2.32010 -0.79604
C 1.89493 1.11320 -0.37486
O 1.61172 0.20932 -1.25198
N 1.53414 1.01217 0.88042
N 0.78820 -0.14689 1.06666
C 0.63136 -0.49787 2.28830
C -0.12896 -1.65365 2.70569
C -0.00151 -2.12363 4.01680
C -0.71270 -3.22190 4.44850
C -1.58365 -3.85466 3.55837
C -1.74346 -3.39873 2.26654
C -1.00948 -2.29467 1.80696
O -1.15874 -1.85391 0.58070
H 1.96081 2.56658 1.51041
H 3.47747 5.44292 0.21846
H 4.42176 5.50005 -2.07326
H 4.23797 3.50133 -3.54312
H 3.07288 1.47560 -2.70599
H 1.11959 0.09981 3.05889
H 0.69161 -1.62248 4.68386
H -0.58063 -3.60202 5.45228
H -2.13292 -4.73141 3.87990
H -2.39272 -3.90162 1.56173
Se 1.51869 -2.14552 -3.38412
Se 3.04376 -0.69336 -4.31341
Se -2.32520 -2.30430 -4.30840
Se -0.56319 -0.97655 -3.63073
O 3.55916 -6.36329 2.87994
C 3.99694 -5.20531 2.76872
O 4.94985 -4.63837 3.33931
C 3.22649 -4.30771 1.76114
C 3.65401 -3.00789 1.50739
C 2.92880 -2.20206 0.65540
N 1.81587 -2.62884 0.04734
C 1.42422 -3.90076 0.24212
C 2.09629 -4.75967 1.09051
C 0.19964 -4.30952 -0.55438
O -0.27860 -5.41660 -0.43877
O -0.22926 -3.35769 -1.33311
H 4.54575 -2.65162 2.00426
H 3.22374 -1.18022 0.45002
H 1.74240 -5.76968 1.23868
C -4.41737 1.56425 -1.36278
C -3.23936 0.61894 -1.61838
C -3.62665 -0.80340 -1.20360
P -1.58368 1.07516 -0.91027
C -1.83009 1.75607 0.81584
C -2.31815 3.19547 0.98248
C -2.65799 0.82344 1.70193
C -0.95803 2.58304 -1.82412
C -0.12048 2.28315 -3.06933
C -1.99330 3.63667 -2.23394
H -5.31038 1.14888 -1.83761
H -4.26158 2.56192 -1.76527
H -4.63448 1.65894 -0.29864
H -3.03947 0.58968 -2.69759
H -3.82240 -0.87368 -0.13281
H -2.86924 -1.54156 -1.46311
H -4.52734 -1.09330 -1.74862
H -0.80176 1.73682 1.18909
H -3.33215 3.33310 0.60392
H -1.66331 3.91870 0.49831
H -2.33278 3.43214 2.05087
H -3.72382 0.92320 1.48755
H -2.50947 1.09386 2.75092
H -2.38444 -0.21925 1.57271
H -0.28726 3.02163 -1.07142
H -0.75622 1.93963 -3.88722
H 0.65338 1.53787 -2.91589
H 0.36735 3.20872 -3.38910
H -2.59653 3.26199 -3.06405
H -1.46032 4.51931 -2.59931
H -2.66115 3.95368 -1.43877
```

Charge distribution, Löwdin scheme, values in e: Zr 1.403; O 0.037; C -0.278; C -0.033; C -0.099; C -0.087; C -0.037; C -0.077; C -0.442; O -0.300; N 0.045; N -0.081; C -0.063; C -0.152; C -0.044; C -0.100; C -0.077; C 0.003; C -0.357; O -0.279; H 0.063; H 0.107; H 0.094; H 0.099; H 0.008; H 0.137; H 0.110; H 0.093; H 0.100; H 0.124; Se -0.021; Se -0.156; Se -0.151; Se -0.105; O -0.048; C -0.698; O -0.064; C -0.081; C 0.013; C -0.100; N -0.009; C -0.166; C 0.073; C -0.577; O 0.084; O -0.301; H 0.112; H 0.109; H 0.128; C -0.109; C -0.535; C -0.156; P 1.054; C -0.518; C -0.116; C -0.107; C -0.512; C -0.155; C -0.125; H 0.077; H 0.046; H 0.056; H 0.081; H 0.066; H 0.007; H 0.076; H 0.071; H 0.061; H 0.064; H 0.077; H 0.065; H 0.082; H 0.044; H 0.096; H 0.055; H 0.014; H 0.084; H 0.077; H 0.080; H 0.041

***

[3]
This record from the OMol25 dataset describes a cluster of 2 separate species, C30H34O3 in total at a distorted geometry. The level of theory is ωB97M-V/def2-TZVPD.

Values from the calculation:
Net charge: 0
Max |F| in eV/Å: 2.3

Structure (XYZ):
```
67
C30H34O3, DFT ωB97M-V/def2-TZVPD
C -4.17060 -2.19431 2.39706
C -3.02563 -1.18887 2.23568
C -3.38108 -0.31247 1.02887
C -2.98579 -0.36044 3.52990
C -1.66464 -1.92494 2.04474
C -0.40349 -1.20157 1.87347
O -0.35837 0.05487 1.62724
C 0.84100 -1.94947 2.02098
C 2.18487 -1.18926 2.16856
C 3.34039 -2.17061 2.38505
C 2.09369 -0.27013 3.39764
C 2.52594 -0.37700 0.90914
C 0.79175 -3.33422 2.10160
C -0.42328 -4.01338 2.14908
C -1.62459 -3.31084 2.11196
H -4.01118 -2.81410 3.28417
H -5.13243 -1.67915 2.51978
H -4.24639 -2.83754 1.51570
H -2.65610 0.49176 0.86902
H -3.41548 -0.93547 0.12377
H -4.37883 0.13974 1.14995
H -2.19128 0.39474 3.51621
H -3.94910 0.14189 3.70568
H -2.80625 -1.03693 4.37677
H 3.43226 -2.84307 1.52611
H 4.29669 -1.64278 2.49775
H 3.18084 -2.76808 3.28840
H 1.27653 0.45229 3.28132
H 1.89136 -0.88348 4.28694
H 3.03319 0.27520 3.56948
H 1.79879 0.42242 0.72688
H 3.52512 0.08212 0.98981
H 2.53639 -1.04111 0.03362
H 1.71001 -3.92644 2.16715
H -0.43985 -5.09966 2.25870
H -2.54614 -3.89727 2.18457
C 0.53648 -0.69225 -7.87994
O -0.43498 -0.88531 -6.82301
C -0.29926 -0.19243 -5.66186
C -1.23426 -0.49716 -4.64198
C -1.10365 0.07479 -3.39661
C -0.03140 0.96438 -3.10293
C 0.19882 1.48178 -1.77181
O 1.28417 2.30554 -1.69979
C 1.48417 3.03016 -0.53181
C 0.72003 2.76285 0.62272
C 0.88063 3.66730 1.69441
C 1.63254 4.82251 1.54611
C 2.29692 5.10126 0.34345
C 2.24451 4.18699 -0.70374
C -0.35622 1.76817 0.58888
C -0.56504 1.15905 -0.66937
C 0.82633 1.34056 -4.16094
C 0.70118 0.78801 -5.42353
H 0.21693 -1.40051 -8.64758
H 0.49916 0.33652 -8.27456
H 1.55749 -0.93410 -7.54062
H -2.03795 -1.19530 -4.86961
H -1.82464 -0.16385 -2.61721
H 0.33652 3.46303 2.61439
H 1.67402 5.55229 2.35484
H 2.86977 6.02435 0.22356
H 2.69832 4.39748 -1.67092
H -1.20482 2.01456 1.24262
H -1.21436 0.29419 -0.77037
H 1.62042 2.06654 -4.00467
H 1.37982 1.10610 -6.22088
```

Charge distribution, Löwdin scheme, values in e: C -0.091; C -0.537; C -0.051; C -0.049; C -0.084; C -0.270; O -0.132; C -0.093; C -0.534; C -0.087; C -0.047; C -0.041; C -0.069; C -0.113; C -0.076; H 0.084; H 0.085; H 0.083; H 0.045; H 0.088; H 0.085; H 0.075; H 0.081; H 0.090; H 0.082; H 0.083; H 0.084; H 0.069; H 0.090; H 0.081; H 0.048; H 0.086; H 0.093; H 0.095; H 0.091; H 0.093; C -0.056; O -0.085; C -0.253; C 0.012; C 0.002; C -0.139; C -0.150; O 0.072; C -0.148; C -0.117; C 0.002; C -0.067; C -0.053; C 0.015; C 0.028; C 0.020; C -0.003; C -0.005; H 0.093; H 0.095; H 0.099; H 0.125; H 0.114; H 0.128; H 0.110; H 0.114; H 0.128; H 0.142; H 0.111; H 0.120; H 0.109

***

| no. | gap between HOMO and LUMO (hartree) |
| --- | --- |
| 1 | 0.22121 |
| 2 | 0.21280 |
| 3 | 0.18527 |